A molecular structure, C56H59AsBN14PbS3 at a distorted geometry. Source: the Open Molecules 2025 dataset; level of theory: ωB97M-V with the def2-TZVPD basis set.

For the molar mass, the calculation gives 1317.32 g mol⁻¹. As for the LUMO energy: -0.189 hartree. As for the orbital gap: 3.6 eV. The total charge is +1. For the energy relative to the best compared isomer or geometry (same formula, charge and spin), the calculation gives 0.780 eV. The calculation puts the HOMO energy at -8.760 eV.

Positions of all 135 atoms, in Å:
Pb 0.286 0.723 -0.386
C 2.068 7.411 -1.454
C 2.985 7.198 -0.435
C 3.033 5.984 0.253
C 2.132 5.011 -0.113
C 1.906 3.626 0.342
N 0.915 3.069 -0.394
C 0.409 3.992 -1.231
N -0.654 3.861 -2.013
C -1.579 2.934 -1.845
C -2.788 2.803 -2.678
C -3.202 3.426 -3.835
C -4.455 3.080 -4.338
C -5.262 2.152 -3.692
C -4.840 1.521 -2.522
C -3.595 1.855 -2.038
C -2.847 1.423 -0.847
N -3.340 0.658 0.097
C -2.695 0.173 1.145
N -1.372 -0.051 1.250
C -1.090 -0.403 2.532
N 0.101 -0.470 3.082
C 1.157 0.231 2.725
N 1.120 1.301 1.890
C 2.325 1.899 1.885
N 2.622 3.036 1.275
C 3.254 1.155 2.753
C 4.586 1.326 3.061
C 5.166 0.406 3.934
C 4.424 -0.632 4.481
C 3.075 -0.800 4.170
C 2.511 0.099 3.294
C -2.348 -0.599 3.276
C -2.629 -0.975 4.572
C -3.965 -0.970 4.969
C -4.975 -0.583 4.097
C -4.686 -0.184 2.794
C -3.366 -0.203 2.402
N -1.648 2.059 -0.815
C 1.200 5.232 -1.134
C 1.153 6.423 -1.821
H 2.064 8.359 -1.974
H 3.674 7.989 -0.170
H 3.755 5.804 1.038
H -2.577 4.158 -4.329
H -4.812 3.548 -5.245
H -6.236 1.919 -4.102
H -5.461 0.800 -2.008
H 5.156 2.142 2.637
H 6.213 0.500 4.187
H 4.903 -1.323 5.162
H 2.491 -1.613 4.580
H -1.834 -1.256 5.250
H -4.223 -1.252 5.981
H -5.999 -0.575 4.443
H -5.465 0.141 2.116
H 0.440 6.576 -2.620
C -1.896 0.096 -5.497
C -1.584 -1.394 -5.668
C -2.725 -2.276 -5.154
C -1.374 -1.667 -7.156
N -0.331 -1.739 -4.933
C 0.788 -2.284 -5.539
C 1.737 -2.420 -4.595
N 1.223 -1.970 -3.401
B 2.001 -1.883 -2.081
N 3.405 -1.289 -2.325
C 4.595 -1.973 -2.264
C 5.591 -1.076 -2.249
N 5.029 0.193 -2.273
C 3.665 0.042 -2.336
S 2.424 1.190 -2.590
C 5.912 1.391 -2.156
C 7.088 1.014 -1.247
C 5.225 2.587 -1.517
C 6.412 1.762 -3.552
N 2.134 -3.251 -1.393
C 1.855 -4.507 -1.881
C 1.942 -5.381 -0.860
N 2.268 -4.669 0.283
C 2.381 -3.347 -0.058
S 2.790 -2.021 0.925
C 2.355 -5.258 1.649
C 3.765 -5.048 2.207
C 1.299 -4.612 2.550
C 2.072 -6.755 1.560
C -0.046 -1.555 -3.607
S -1.108 -0.998 -2.388
H -2.732 0.368 -6.143
H -1.026 0.698 -5.770
H -2.164 0.326 -4.472
H -3.630 -2.080 -5.730
H -2.926 -2.069 -4.106
H -2.464 -3.330 -5.263
H -2.280 -1.383 -7.687
H -1.191 -2.724 -7.352
H -0.551 -1.072 -7.555
H 0.830 -2.544 -6.579
H 2.750 -2.777 -4.674
H 1.414 -1.194 -1.326
H 4.636 -3.048 -2.243
H 6.651 -1.244 -2.232
H 6.727 0.561 -0.321
H 7.644 1.917 -0.995
H 7.782 0.327 -1.729
H 4.803 2.311 -0.556
H 4.437 2.988 -2.142
H 5.967 3.372 -1.355
H 6.945 0.929 -4.013
H 7.093 2.611 -3.482
H 5.575 2.043 -4.192
H 1.603 -4.682 -2.913
H 1.806 -6.445 -0.871
H 4.005 -3.989 2.252
H 4.503 -5.551 1.579
H 3.825 -5.465 3.213
H 1.519 -3.562 2.721
H 1.273 -5.131 3.509
H 0.312 -4.680 2.088
H 2.789 -7.261 0.912
H 1.060 -6.944 1.197
H 2.156 -7.187 2.556
C -3.207 -4.612 2.157
As -2.146 -3.374 1.052
C -3.669 -2.693 0.016
C -1.578 -4.683 -0.309
H -3.822 -5.257 1.529
H -3.856 -4.039 2.821
H -2.560 -5.235 2.775
H -4.270 -3.535 -0.326
H -3.311 -2.131 -0.846
H -4.296 -2.040 0.621
H -2.411 -4.902 -0.978
H -1.251 -5.614 0.156
H -0.757 -4.281 -0.900

Atoms 1-3, force components in eV/Å:
Pb 1.226 -1.364 -0.979
C 0.068 0.053 0.035
C -0.040 0.099 -0.059

These are the Mulliken partial charges, in e, on atoms 1 to 2: atom 1 (Pb): 1.31, atom 2 (C): -0.68

A molecular structure, C22H22B2F4FeN4O8S. Source: the Open Molecules 2025 dataset; level of theory: ωB97M-V with the def2-TZVPD basis set.

For the molar mass, the calculation gives 655.97 g mol⁻¹. As for the LUMO energy (alpha / beta): -0.018 / -0.031 hartree. As for the orbital gap (alpha / beta): 7.8 / 7.9 eV. Its spin multiplicity is 5. As for the expectation value of S²: 6.0209. The calculation puts the HOMO energy (alpha / beta) at -8.330 / -8.712 eV.

Positions of all 64 atoms, in Å:
Fe 0.514 -0.114 0.680
C 0.390 0.666 4.911
C 0.396 0.612 3.428
N 0.637 -0.431 2.714
O 0.808 -1.627 3.277
B 1.543 -2.580 2.304
F 2.692 -1.914 1.884
F 1.733 -3.720 3.018
O 0.732 -2.967 1.099
N 0.679 -2.068 0.059
C -0.760 -1.670 -0.183
C -1.775 -2.491 0.556
C -0.947 -0.548 -0.974
N -2.050 0.285 -0.913
O -1.830 1.551 -1.466
B -1.349 2.630 -0.565
F -0.879 3.612 -1.397
F -2.296 3.056 0.347
O -0.101 2.228 0.281
N -0.353 1.494 1.423
C 0.217 1.825 2.530
C 0.752 3.170 2.857
C 0.074 -0.110 -2.010
H 0.498 -0.335 5.318
H -0.531 1.114 5.286
H 1.222 1.281 5.260
H -1.382 -3.502 0.642
H -2.703 -2.514 -0.006
H -1.989 -2.131 1.561
H 0.374 3.898 2.144
H 1.844 3.171 2.824
H 0.451 3.442 3.870
H 0.638 -0.962 -2.366
H 0.762 0.668 -1.657
H -0.481 0.354 -2.819
O 3.039 -3.504 -1.956
C 2.570 -2.571 -1.377
O 1.220 -2.724 -1.078
C 3.345 -1.278 -1.250
C 4.419 -1.218 -2.137
C 5.247 -0.099 -2.256
C 4.967 0.969 -1.448
O 5.609 2.165 -1.362
C 4.919 2.921 -0.361
O 3.868 2.098 0.163
C 3.920 0.934 -0.544
C 3.112 -0.158 -0.425
H 4.600 -2.080 -2.761
H 6.069 -0.080 -2.958
H 4.485 3.811 -0.817
H 5.613 3.168 0.443
H 2.376 -0.126 0.365
S -3.420 0.154 0.071
C -4.641 -0.310 -1.127
C -5.060 0.627 -2.069
C -6.020 0.276 -3.005
C -6.581 -0.995 -2.986
C -6.180 -1.921 -2.034
C -5.204 -1.581 -1.108
H -4.622 1.616 -2.063
H -6.339 0.999 -3.744
H -7.337 -1.261 -3.713
H -6.621 -2.908 -2.016
H -4.882 -2.299 -0.365

Atoms 1-3, force components in eV/Å:
Fe 0.106 0.116 -0.282
C -0.011 -0.004 0.060
C -0.071 0.520 -0.454

These are the Mulliken partial charges, in e, on atoms 1 to 2: atom 1 (Fe): -0.16, atom 2 (C): -1.59

A molecular structure, C33H50As3IN5O3SY. Source: the Open Molecules 2025 dataset; level of theory: ωB97M-V with the def2-TZVPD basis set.

For the molar mass, the calculation gives 1037.44 g mol⁻¹. As for the LUMO energy: -0.007 hartree. As for the orbital gap: 7.4 eV. The calculation puts the HOMO energy at -7.559 eV.

Positions of all 97 atoms, in Å:
Y 0.984 -1.207 -0.283
C 1.501 3.138 -2.528
C 0.631 2.215 -3.323
N 0.026 2.687 -4.380
C -0.753 1.869 -5.135
C -0.916 0.543 -4.854
C -1.781 -0.319 -5.743
O -2.320 0.472 -6.789
C -0.283 0.005 -3.697
C -0.500 -1.402 -3.418
N -0.208 -2.107 -2.380
C -0.773 -3.427 -2.404
C -2.104 -3.605 -2.774
C -2.688 -4.862 -2.783
C -1.947 -5.973 -2.411
C -0.628 -5.811 -2.014
C -0.054 -4.550 -2.003
I 1.877 -4.358 -1.295
C 0.493 0.849 -2.892
O 1.080 0.469 -1.804
H 1.461 4.130 -2.973
H 1.184 3.196 -1.487
H 2.536 2.789 -2.516
H -1.236 2.318 -5.988
H -1.189 -1.142 -6.158
H -2.590 -0.766 -5.151
H -2.835 -0.101 -7.364
H -1.013 -1.936 -4.216
H -2.702 -2.735 -3.017
H -3.729 -4.966 -3.060
H -2.393 -6.958 -2.405
H -0.045 -6.664 -1.693
C -3.461 -0.806 -0.227
As -1.880 0.332 -0.310
C -2.584 1.616 -1.599
C -2.183 1.186 1.429
C -1.509 2.533 1.769
C -1.487 2.641 3.297
C -0.094 2.646 1.182
As 1.169 1.191 1.464
C 2.755 2.072 0.743
C 1.665 1.338 3.328
C -2.390 3.661 1.189
As -1.948 5.587 1.130
C -0.668 5.601 -0.357
C -0.669 5.931 2.574
H -3.431 -1.548 -1.025
H -4.354 -0.188 -0.324
H -3.457 -1.337 0.722
H -3.537 2.017 -1.253
H -2.733 1.087 -2.541
H -1.881 2.428 -1.791
H -1.850 0.408 2.126
H -3.264 1.277 1.563
H -0.935 1.817 3.749
H -2.507 2.600 3.687
H -1.034 3.573 3.631
H 0.394 3.557 1.530
H -0.155 2.715 0.091
H 2.759 3.122 1.040
H 2.771 1.977 -0.337
H 3.634 1.575 1.153
H 1.679 2.389 3.617
H 2.664 0.915 3.425
H 0.986 0.782 3.970
H -3.365 3.623 1.681
H -2.588 3.460 0.133
H -1.110 5.098 -1.219
H 0.273 5.116 -0.105
H -0.470 6.637 -0.634
H -1.159 5.853 3.543
H -0.350 6.965 2.442
H 0.211 5.289 2.555
N 4.078 -2.083 3.041
C 3.385 -1.914 1.897
O 2.183 -1.634 1.955
C 4.096 -2.080 0.583
C 3.390 -1.277 -0.508
H 3.570 -2.105 3.910
H 5.038 -2.376 3.018
H 4.031 -3.156 0.375
H 5.166 -1.879 0.729
H 3.693 -1.670 -1.485
H 3.774 -0.248 -0.493
C 2.433 -5.229 3.863
C 1.424 -4.123 3.747
C 1.204 -3.222 4.777
C 0.268 -2.235 4.539
N -0.386 -2.114 3.392
C -0.103 -3.026 2.444
S -0.853 -2.806 0.855
N 0.769 -4.032 2.592
H 2.613 -5.504 4.902
H 3.384 -4.908 3.430
H 2.096 -6.101 3.305
H 1.718 -3.304 5.726
H 0.032 -1.503 5.306

Atoms 1-3, force components in eV/Å:
Y 0.039 0.156 -0.411
C 0.067 0.096 -0.055
C -0.030 -0.060 -0.003

These are the Mulliken partial charges, in e, on atoms 1 to 2: atom 1 (Y): -0.33, atom 2 (C): -0.75

2 unconnected molecules or ions with the total composition C4H8NO2. Source: the Open Molecules 2025 dataset; level of theory: ωB97M-V with the def2-TZVPD basis set.

For the molar mass, the calculation gives 102.11 g mol⁻¹. As for the LUMO energy: 0.154 hartree. As for the orbital gap: 8.2 eV. The total charge is -1. For the energy relative to the best compared isomer or geometry (same formula, charge and spin), the calculation gives 1.126 eV. The calculation puts the HOMO energy at -4.002 eV.

Positions of all 15 atoms, in Å:
O 0.159 -0.782 2.521
C 0.071 0.456 2.647
O -0.542 1.278 1.926
H 0.613 0.916 3.520
C 1.666 -0.409 -0.672
C 0.333 -0.261 -1.348
C -0.834 -0.177 -0.716
N -2.058 -0.016 -1.386
H 1.596 -0.127 0.378
H 2.021 -1.443 -0.701
H 2.410 0.250 -1.130
H 0.346 -0.252 -2.440
H -0.900 -0.192 0.370
H -2.832 0.170 -0.774
H -2.047 0.588 -2.193

Atoms 1-3, force components in eV/Å:
O 0.044 0.014 0.107
C -0.186 0.213 -0.161
O 0.015 -0.018 0.249

These are the Mulliken partial charges, in e, on atoms 1 to 2: atom 1 (O): -0.66, atom 2 (C): -0.12